# 1
Here is C23H52LaO3P4Se as an isolated structure in a non-equilibrium geometry from the Open Molecules 2025 dataset. Energies are from ωB97M-V/def2-TZVPD.

Its HOMO-LUMO gap is 7.2 eV. Its HOMO energy is -0.6092 hartree. The calculation puts the LUMO energy at -9.340 eV.

```
! RIJCOSX wB97M-V def2-TZVPD def2/J DEFGRID3
* xyz 3 1
La 0.101 -0.342 -0.464
P -1.861 -0.963 1.828
P 0.736 -3.188 -0.564
P -2.650 -1.306 -1.723
H -1.107 3.791 -1.011
C -2.044 3.221 -1.063
C -2.681 2.769 0.031
H -2.234 2.809 1.033
C -1.445 -0.526 3.554
C -2.142 -2.768 2.012
C -3.547 -0.261 1.681
C 1.885 -3.474 -1.971
C 1.811 -3.737 0.816
C -0.353 -4.642 -0.720
C -3.931 -0.022 -2.008
C -3.713 -2.751 -1.303
C -2.271 -1.740 -3.476
H -2.426 3.022 -2.071
H -3.692 2.348 -0.041
H -1.237 0.550 3.634
H -0.552 -1.074 3.888
H -2.289 -0.778 4.211
H -1.174 -3.272 2.137
H -2.642 -3.190 1.130
H -2.756 -2.964 2.902
H -3.480 0.816 1.469
H -4.083 -0.404 2.632
H -4.120 -0.732 0.871
H 2.366 -4.463 -1.896
H 2.651 -2.685 -1.957
H 1.323 -3.398 -2.914
H 2.557 -4.437 0.422
H 1.207 -4.222 1.589
H 2.312 -2.875 1.268
H 0.262 -5.532 -0.893
H -1.036 -4.499 -1.560
H -0.942 -4.770 0.191
H -4.405 -0.212 -2.984
H -3.485 0.984 -2.003
H -4.699 -0.057 -1.225
H -4.397 -2.961 -2.139
H -4.306 -2.553 -0.402
H -3.091 -3.638 -1.125
H -3.213 -1.831 -4.040
H -1.730 -2.696 -3.520
H -1.641 -0.959 -3.922
C 1.095 2.101 -4.210
C 0.681 3.425 -3.989
C 0.932 4.403 -4.961
C 1.531 4.042 -6.178
C 1.848 2.699 -6.444
C 1.605 1.722 -5.472
Se 1.058 0.741 -2.790
H 0.502 1.657 -1.641
H 0.183 3.684 -3.051
H 0.664 5.443 -4.761
H 1.741 4.809 -6.924
H 2.285 2.419 -7.409
H 1.830 0.670 -5.670
C 1.000 3.619 4.452
C 0.815 2.895 3.137
O 1.702 1.722 3.145
P 1.416 0.436 2.180
O 2.680 -0.582 2.499
C 2.601 -1.397 3.735
C 2.343 -0.558 4.960
O 1.957 0.938 0.623
C 3.406 1.233 0.276
C 4.072 2.133 1.267
H 0.382 4.523 4.427
H 2.047 3.908 4.609
H 0.668 3.011 5.307
H -0.229 2.564 3.011
H 1.094 3.537 2.288
H 1.794 -2.131 3.592
H 3.551 -1.934 3.814
H 1.288 -0.269 5.061
H 2.579 -1.164 5.842
H 2.981 0.333 4.979
H 3.897 0.264 0.220
H 3.330 1.650 -0.729
H 4.278 1.592 2.199
H 5.044 2.417 0.845
H 3.512 3.057 1.457
*
```

Taken from the Löwdin analysis, the atomic charges in e are: atom 1 (La): 1.25, atom 2 (P): 0.67, atom 3 (P): 0.68, atom 4 (P): 0.70, atom 5 (H): 0.06, atom 6 (C): -0.07, atom 7 (C): -0.07, atom 8 (H): 0.05, atom 9 (C): -0.29, atom 10 (C): -0.26, atom 11 (C): -0.25, atom 12 (C): -0.26, atom 13 (C): -0.24, atom 14 (C): -0.25, atom 15 (C): -0.25, atom 16 (C): -0.26, atom 17 (C): -0.28, atom 18 (H): 0.06, atom 19 (H): 0.06, atom 20 (H): 0.03, atom 21 (H): 0.03, atom 22 (H): 0.07, atom 23 (H): 0.03, atom 24 (H): 0.02, atom 25 (H): 0.08, atom 26 (H): 0.01, atom 27 (H): 0.07, atom 28 (H): 0.02, atom 29 (H): 0.07, atom 30 (H): 0.05, atom 31 (H): 0.05, atom 32 (H): 0.07, atom 33 (H): 0.06, atom 34 (H): 0.02, atom 35 (H): 0.08, atom 36 (H): 0.03, atom 37 (H): 0.04, atom 38 (H): 0.07, atom 39 (H): 0.01, atom 40 (H): 0.05, atom 41 (H): 0.08, atom 42 (H): 0.04, atom 43 (H): 0.03, atom 44 (H): 0.07, atom 45 (H): 0.04, atom 46 (H): 0.03, atom 47 (C): -0.50, atom 48 (C): -0.11, atom 49 (C): -0.04, atom 50 (C): -0.03, atom 51 (C): -0.04, atom 52 (C): -0.11, atom 53 (Se): 0.80, atom 54 (H): -0.12, atom 55 (H): 0.08, atom 56 (H): 0.13, atom 57 (H): 0.13, atom 58 (H): 0.13, atom 59 (H): 0.11, atom 60 (C): -0.05, atom 61 (C): -0.26, atom 62 (O): -0.31, atom 63 (P): 0.83, atom 64 (O): -0.31, atom 65 (C): -0.24, atom 66 (C): -0.08, atom 67 (O): -0.59, atom 68 (C): -0.21, atom 69 (C): -0.06, atom 70 (H): 0.10, atom 71 (H): 0.10, atom 72 (H): 0.09, atom 73 (H): 0.09, atom 74 (H): 0.12, atom 75 (H): 0.10, atom 76 (H): 0.14, atom 77 (H): 0.07, atom 78 (H): 0.11, atom 79 (H): 0.10, atom 80 (H): 0.12, atom 81 (H): 0.10, atom 82 (H): 0.09, atom 83 (H): 0.11, atom 84 (H): 0.09


# 2
Here is C10H15BN2O in the gas phase in a non-equilibrium geometry from the Open Molecules 2025 dataset. Energies are from ωB97M-V/def2-TZVPD.

Its HOMO-LUMO gap (alpha / beta) is 5.4 / 7.2 eV. Its HOMO energy (alpha / beta) is -0.1802 / -0.3447 hartree. The calculation puts the LUMO energy (alpha / beta) at 0.452 / -2.157 eV. The calculation puts the energy relative to the best compared isomer or geometry (same formula, charge and spin) at 10.7 kcal/mol. Its expectation value of S² is 2.0067.

```
! RIJCOSX wB97M-V def2-TZVPD def2/J DEFGRID3
* xyz 0 3
B 2.260 -0.975 -0.046
C 1.456 2.157 0.012
C -3.102 -0.530 0.303
C -2.663 -0.441 -0.927
C -2.426 0.095 1.418
C -1.465 0.333 -1.442
C -0.054 -0.756 1.022
C 0.705 1.035 -0.500
C -1.013 0.455 1.133
C -0.789 1.110 -0.288
C 3.413 -0.376 -0.827
N 1.906 3.147 0.459
N 1.029 -0.233 0.109
O 2.271 -2.111 0.793
H -3.942 -1.172 0.453
H -3.122 -1.022 -1.679
H -2.949 1.155 1.719
H -2.368 -0.691 2.255
H -0.764 -0.418 -1.883
H -1.668 1.084 -2.174
H 0.515 -1.102 1.874
H -0.605 -1.575 0.711
H 1.087 1.066 -1.565
H -0.649 1.204 1.921
H -1.221 2.087 -0.337
H 4.408 -0.574 -0.340
H 3.250 0.723 -1.069
H 3.638 -0.872 -1.865
H 2.864 -2.805 0.760
*
```

Taken from the natural (NBO) analysis, the atomic charges in e are: atom 1 (B): 1.03, atom 2 (C): 0.28, atom 3 (C): -0.15, atom 4 (C): -0.13, atom 5 (C): -0.47, atom 6 (C): -0.47, atom 7 (C): -0.21, atom 8 (C): -0.16, atom 9 (C): -0.23, atom 10 (C): -0.20, atom 11 (C): -1.02, atom 12 (N): -0.32, atom 13 (N): -0.66, atom 14 (O): -0.90, atom 15 (H): 0.18, atom 16 (H): 0.17, atom 17 (H): 0.21, atom 18 (H): 0.24, atom 19 (H): 0.22, atom 20 (H): 0.22, atom 21 (H): 0.23, atom 22 (H): 0.19, atom 23 (H): 0.24, atom 24 (H): 0.22, atom 25 (H): 0.22, atom 26 (H): 0.25, atom 27 (H): 0.24, atom 28 (H): 0.25, atom 29 (H): 0.49


# 3
Here is C2H6N2O4 in the gas phase in a non-equilibrium geometry from the Open Molecules 2025 dataset. Energies are from ωB97M-V/def2-TZVPD.

Its HOMO-LUMO gap is 11.0 eV. The structure (SMILES) is CON(OC)[N+](=O)[O-]. Its HOMO energy is -0.3821 hartree. The calculation puts the LUMO energy at 0.605 eV. The calculation puts the energy relative to the best compared isomer or geometry (same formula, charge and spin) at 212.7 kcal/mol.

```
! RIJCOSX wB97M-V def2-TZVPD def2/J DEFGRID3
* xyz 0 1
C -1.872 0.481 -0.785
O -1.100 0.256 0.376
N 0.081 -0.462 0.171
O 1.126 0.237 0.815
C 1.959 0.820 -0.182
N -0.059 -1.686 1.252
O -0.796 -2.527 0.875
O 0.613 -1.564 2.220
H -2.556 1.231 -0.493
H -2.349 -0.521 -1.173
H -1.407 0.732 -1.754
H 2.820 1.074 0.421
H 1.536 1.756 -0.695
H 2.005 0.174 -1.050
*
```

Taken from the natural (NBO) analysis, the atomic charges in e are: atom 1 (C): -0.26, atom 2 (O): -0.39, atom 3 (N): 0.16, atom 4 (O): -0.38, atom 5 (C): -0.27, atom 6 (N): 0.62, atom 7 (O): -0.33, atom 8 (O): -0.30, atom 9 (H): 0.21, atom 10 (H): 0.18, atom 11 (H): 0.19, atom 12 (H): 0.21, atom 13 (H): 0.17, atom 14 (H): 0.19


# 4
Here is C18H31Cl2HgN4O3S as an isolated structure in a non-equilibrium geometry from the Open Molecules 2025 dataset. Energies are from ωB97M-V/def2-TZVPD.

Its HOMO-LUMO gap (alpha / beta) is 3.4 / 6.6 eV. Its HOMO energy (alpha / beta) is -0.0236 / -0.1427 hartree. The calculation puts the LUMO energy (alpha / beta) at 2.743 / 2.746 eV. The calculation puts the energy relative to the best compared isomer or geometry (same formula, charge and spin) at 52.0 kcal/mol.

```
! RIJCOSX wB97M-V def2-TZVPD def2/J DEFGRID3
* xyz -1 1
O -0.123 1.986 -2.330
C 0.241 1.716 -3.479
C 0.737 2.863 -4.315
C 0.131 4.135 -4.263
H -0.767 4.264 -3.658
C 0.688 5.213 -4.956
H 0.200 6.195 -4.935
C 1.915 5.063 -5.628
H 2.392 5.920 -6.118
C 2.510 3.796 -5.700
H 3.459 3.652 -6.228
C 1.910 2.707 -5.063
H 2.378 1.723 -5.103
H 1.465 0.177 -4.120
C -0.201 0.045 -5.470
C 0.358 0.302 -4.062
H -0.765 -0.894 -5.443
H 0.667 -0.055 -6.145
H -0.835 0.885 -5.787
C 0.080 -0.642 -2.966
C -0.364 -2.029 -3.025
H 0.432 -0.334 -1.980
H -1.042 -2.310 -3.830
H -0.868 -2.219 -2.072
H 0.494 -2.708 -3.033
Hg 0.802 1.848 0.094
Cl -1.443 1.851 0.715
Cl 2.787 1.376 -1.060
H 0.667 5.722 1.647
H -1.477 5.524 2.457
C 0.766 4.634 1.569
C -1.423 4.464 2.720
N -0.039 4.025 2.616
H 1.810 4.329 1.700
C 0.366 2.875 3.203
O 1.394 2.251 2.889
H -1.770 4.306 3.745
H -0.326 2.518 3.995
H 0.419 4.327 0.564
H -2.071 3.891 2.043
H 4.719 -2.782 2.804
H 4.490 -0.112 2.933
C 4.223 -2.740 1.823
C 4.259 -0.276 1.873
N 3.487 -1.494 1.701
H 3.545 -3.589 1.707
C 2.149 -1.497 1.531
O 1.469 -2.489 1.323
H 3.690 0.568 1.481
H 1.706 -0.474 1.618
H 5.007 -2.776 1.053
H 5.201 -0.375 1.327
N -0.975 -3.004 2.389
C -1.803 -1.958 2.111
N -2.730 -2.248 1.149
S -1.652 -0.464 2.869
H -0.634 -3.549 1.607
H -0.221 -2.757 3.022
H -3.454 -1.554 1.048
H -2.984 -3.234 1.050
*
```

Taken from the natural (NBO) analysis, the atomic charges in e are: atom 1 (O): -0.67, atom 2 (C): 0.45, atom 3 (C): -0.05, atom 4 (C): -0.23, atom 5 (H): 0.22, atom 6 (C): -0.22, atom 7 (H): 0.20, atom 8 (C): -0.27, atom 9 (H): 0.20, atom 10 (C): -0.21, atom 11 (H): 0.20, atom 12 (C): -0.25, atom 13 (H): 0.20, atom 14 (H): 0.22, atom 15 (C): -0.61, atom 16 (C): -0.38, atom 17 (H): 0.21, atom 18 (H): 0.21, atom 19 (H): 0.22, atom 20 (C): -0.09, atom 21 (C): -0.68, atom 22 (H): 0.20, atom 23 (H): 0.19, atom 24 (H): 0.22, atom 25 (H): 0.20, atom 26 (Hg): 1.04, atom 27 (Cl): -0.72, atom 28 (Cl): -0.75, atom 29 (H): 0.19, atom 30 (H): 0.19, atom 31 (C): -0.44, atom 32 (C): -0.42, atom 33 (N): -0.43, atom 34 (H): 0.24, atom 35 (C): 0.55, atom 36 (O): -0.67, atom 37 (H): 0.20, atom 38 (H): 0.13, atom 39 (H): 0.21, atom 40 (H): 0.24, atom 41 (H): 0.18, atom 42 (H): 0.18, atom 43 (C): -0.42, atom 44 (C): -0.41, atom 45 (N): -0.43, atom 46 (H): 0.24, atom 47 (C): 0.55, atom 48 (O): -0.68, atom 49 (H): 0.25, atom 50 (H): 0.14, atom 51 (H): 0.19, atom 52 (H): 0.19, atom 53 (N): -0.81, atom 54 (C): 0.29, atom 55 (N): -0.81, atom 56 (S): -0.27, atom 57 (H): 0.40, atom 58 (H): 0.41, atom 59 (H): 0.41, atom 60 (H): 0.38